[1]
Below is a molecular structure, C18H48LiN3O10P, with properties calculated with ωB97M-V/def2-TZVPD.

The geometry in XYZ format:
```
81
Properties=species:S:1:pos:R:3:forces:R:3:lowdin_charge:R:1
C -18.4928 -47.5269 16.0426 4.1 0.5 -0.6 0.002
N -18.6455 -48.7417 16.8792 -1.0 -2.0 -2.8 -0.251
C -18.6680 -48.4385 18.2869 2.1 -7.8 -1.4 0.007
C -20.0076 -49.4849 16.5332 1.2 4.7 1.1 0.058
C -17.4994 -49.7121 16.5226 -2.0 -1.0 -0.9 -0.052
C -17.4574 -50.9164 17.4739 -2.4 0.7 0.5 -0.336
O -16.4860 -51.7582 17.2005 -2.3 -5.2 -3.5 -0.049
H -18.2889 -47.5990 14.9636 -1.0 -1.2 0.3 0.119
H -17.4984 -46.9823 16.2401 -1.3 -1.0 0.9 0.148
H -19.2546 -46.8869 16.2544 -2.3 1.8 0.4 0.067
H -18.8764 -47.5867 18.5720 -4.9 8.3 2.2 0.035
H -17.7331 -48.1983 18.6016 4.3 -0.4 0.2 0.099
H -18.8473 -49.3256 18.8786 -1.0 0.3 0.1 0.132
H -20.2724 -50.2142 17.1510 -0.1 -2.7 3.8 0.048
H -20.1795 -49.9858 15.6939 1.1 -1.5 -4.6 0.061
H -20.8555 -48.8317 16.5325 0.0 1.3 0.4 0.108
H -16.5507 -49.2736 16.5179 1.4 1.5 1.0 0.085
H -17.6235 -49.8760 15.4372 -0.5 -0.7 0.4 0.141
H -18.3987 -51.4666 17.7289 0.1 0.4 -1.1 0.136
H -17.2271 -50.5306 18.4143 0.5 1.4 1.9 0.083
H -15.6934 -51.3619 17.4541 4.0 2.4 1.6 -0.073
C -14.2584 -54.3668 13.5608 -4.9 0.3 -1.2 -0.035
N -13.0730 -53.8047 14.2603 0.0 -0.4 -1.6 -0.358
C -12.9634 -54.3916 15.6093 -4.1 -3.5 0.7 -0.007
C -11.8815 -54.1970 13.4521 2.0 2.4 0.0 0.003
C -13.0676 -52.3313 14.3555 -1.4 1.3 4.2 -0.062
C -11.8825 -51.5903 15.1491 -0.7 -1.2 0.2 -0.252
O -12.0075 -50.2467 14.9336 2.6 -2.0 -4.4 -0.008
H -15.3054 -54.0580 14.0611 2.7 -0.2 -0.6 0.156
H -14.3029 -55.4635 13.6515 0.6 0.4 -0.1 0.095
H -14.5074 -54.1077 12.4094 1.6 -0.2 2.7 0.161
H -13.5877 -54.0562 16.4828 -0.7 0.4 -1.8 0.144
H -12.1136 -54.1426 16.0233 5.1 1.1 1.4 0.014
H -13.0713 -55.5491 15.6399 0.3 2.0 -0.7 0.158
H -10.9981 -53.8909 14.0129 -0.1 0.3 0.2 0.097
H -11.6933 -53.7173 12.4465 -1.3 -0.5 1.1 0.153
H -11.7568 -55.2105 13.4448 -0.3 -2.8 -0.5 0.073
H -14.0181 -52.0995 14.9531 1.3 -0.1 -0.4 0.170
H -13.2775 -51.8539 13.4654 0.2 0.6 -2.4 0.111
H -10.8762 -51.9270 14.9900 0.7 -0.4 -1.5 0.095
H -11.8960 -51.8654 16.2092 -1.0 0.3 0.3 0.093
H -12.4352 -49.9354 15.6685 -2.9 2.5 4.5 -0.049
C -10.4262 -49.8274 20.0733 -4.4 2.8 -3.6 0.047
N -9.5315 -49.1374 19.0131 -1.2 1.4 1.8 -0.259
C -10.3477 -48.5679 17.8620 9.1 -0.7 -0.1 0.079
C -8.9496 -47.9645 19.6990 -5.3 1.2 0.8 -0.002
C -8.4688 -50.0742 18.6061 -1.2 -2.4 0.2 -0.056
C -8.9833 -51.2428 17.7484 1.9 0.2 0.0 -0.210
O -7.9888 -52.2200 17.6758 4.0 -0.8 2.5 -0.048
H -9.9428 -50.0573 20.8932 3.4 -1.4 3.8 0.044
H -10.8884 -50.6947 19.6161 0.0 0.0 0.0 0.081
H -11.2819 -49.1212 20.4726 1.4 -1.1 -1.7 0.152
H -10.6835 -49.3269 17.3823 -2.2 -5.0 -3.5 0.021
H -9.7065 -47.9575 17.2283 0.2 -0.1 0.2 0.144
H -11.1117 -48.1147 18.1227 -7.1 4.6 3.4 0.016
H -8.4490 -47.3236 19.1375 2.2 2.3 -3.7 0.059
H -8.2992 -48.1773 20.4039 2.8 -1.9 3.7 0.058
H -9.7193 -47.2223 20.1591 0.6 -2.0 -0.7 0.176
H -8.0608 -50.5843 19.4915 0.1 0.6 0.0 0.157
H -7.7133 -49.6119 18.0476 1.1 1.1 -0.6 0.134
H -8.8901 -51.1168 16.7355 -2.2 2.4 -2.7 0.109
H -9.7371 -51.8458 18.0913 -3.2 0.1 0.9 0.078
H -8.2739 -52.9601 17.1808 -0.5 -0.9 -0.8 0.067
Li -13.0449 -50.9061 18.4947 -0.6 0.5 -0.1 0.549
P -14.0934 -48.9479 17.9510 -2.5 -3.0 2.5 -0.071
O -13.2559 -48.9970 19.1887 1.6 2.1 4.8 -0.435
O -14.7695 -50.4362 18.1427 -3.3 0.6 1.2 -0.496
O -13.1042 -49.6319 17.1192 6.2 -0.5 -7.9 -0.432
O -14.8838 -47.7491 17.5647 -0.6 0.0 -0.4 -0.355
C -13.9785 -52.4582 20.7424 -6.9 -1.4 -2.4 -0.073
O -13.1593 -53.5303 20.6511 3.6 -3.6 0.5 0.054
C -12.3232 -53.6315 19.6158 -1.7 2.1 -2.4 -0.507
O -12.4840 -52.8526 18.6449 1.3 -1.0 1.2 -0.002
O -11.4493 -54.6268 19.6137 -0.1 -0.8 0.9 0.043
C -10.3513 -54.7304 18.6317 -0.4 0.7 1.9 0.030
H -14.7153 -52.4403 21.5618 1.0 -0.9 0.2 0.125
H -14.7087 -52.4029 19.8275 1.3 -0.2 1.3 0.138
H -13.5779 -51.5702 20.6992 3.0 4.7 0.0 0.025
H -9.4185 -54.6041 19.1783 -0.1 0.2 0.1 0.108
H -10.5161 -53.9555 17.9566 0.0 1.4 -1.3 0.037
H -10.2625 -55.6581 18.1187 -0.8 -1.0 0.0 0.093
```
Forces are in eV/Å.

Values from the calculation:
charge	+1
E	-53867.280	eV
HOMO	-7.54	eV



[2]
Below is 7 unconnected molecules or ions with the total composition C18H48N2O7, with properties calculated with ωB97M-V/def2-TZVPD.

The geometry in XYZ format:
```
75
Properties=species:S:1:pos:R:3:forces:R:3:lowdin_charge:R:1
C 1.9389 -1.8698 -2.0707 0.2 -1.8 0.8 -0.026
C 0.8425 -2.8922 -1.7599 -0.4 -0.8 0.9 -0.531
C 1.1708 -4.1774 -2.5114 0.5 -1.1 0.1 -0.033
C 0.8469 -3.1010 -0.2203 -0.2 -0.6 0.0 -0.107
C -0.3717 -3.8442 0.4306 1.5 0.2 0.2 -0.155
C -1.5940 -3.1444 -0.0396 -1.6 0.8 -0.1 -0.174
C -1.7013 -3.0497 -1.5657 0.7 1.1 0.3 -0.484
C -2.0186 -4.3773 -2.2305 -0.5 0.4 -1.5 -0.035
C -2.9344 -2.2183 -1.8321 -0.4 0.0 -0.4 -0.049
N -0.4468 -2.2568 -2.0347 -2.2 -0.5 -0.8 -0.051
O -0.6087 -2.0887 -3.4691 -0.1 -1.6 0.6 -0.029
H 1.6579 -0.9490 -1.6227 0.1 1.0 0.3 0.057
H 2.8673 -2.2882 -1.6322 -0.3 0.6 -0.2 0.100
H 2.0716 -1.8156 -3.1230 0.1 0.4 -1.0 0.074
H 0.9755 -5.1779 -2.0820 -0.3 0.7 0.7 0.085
H 0.6721 -4.2548 -3.4507 -0.2 0.4 -1.0 0.069
H 2.2526 -4.1944 -2.6642 -0.1 0.0 -0.3 0.081
H 1.8297 -3.5543 0.0243 -0.6 0.4 0.2 0.131
H 0.7449 -2.0746 0.0879 0.5 0.4 0.9 0.080
H -0.4403 -4.8565 0.0669 0.2 -0.6 -0.2 0.093
H -0.2686 -3.9507 1.5524 -0.1 0.5 -1.2 0.130
H -1.8314 -2.1381 0.3754 0.9 -0.3 -0.1 0.132
H -2.5126 -3.6562 0.2088 -0.2 -0.7 0.5 0.112
H -2.0714 -4.2170 -3.3209 0.3 0.1 0.2 0.093
H -3.0677 -4.6641 -2.0262 0.7 -0.1 0.5 0.099
H -1.3140 -5.1627 -2.0840 0.3 -0.7 0.5 0.056
H -3.1499 -2.1776 -2.8793 -0.3 -0.5 -0.8 0.078
H -2.8278 -1.1805 -1.6266 0.2 0.9 1.0 0.053
H -3.8033 -2.6474 -1.3018 0.4 0.3 -0.2 0.107
H -0.4797 -1.1673 -3.6666 0.4 1.0 0.2 0.034
C 3.3510 2.3764 2.5708 -0.2 -2.2 0.3 -0.034
C 2.1467 2.4939 1.6317 -1.0 -0.2 -1.0 -0.452
C 2.5049 3.4894 0.5074 0.2 -0.6 -0.9 -0.043
C 1.7229 1.0716 1.0340 -0.2 0.7 1.5 -0.098
C 0.7382 0.3479 1.9840 1.9 0.0 1.0 -0.181
C -0.4107 1.2017 2.4206 -0.1 0.0 -0.1 -0.142
C 0.0998 2.3768 3.2384 0.8 -0.1 0.1 -0.531
C -1.0803 3.2251 3.6407 0.3 -0.2 0.6 -0.034
C 0.8050 1.9996 4.5605 -1.9 -1.1 -0.1 -0.022
N 0.9075 3.1270 2.2280 0.6 0.4 0.3 -0.087
O 1.2361 4.4756 2.6666 -0.8 -0.9 -0.3 -0.029
H 4.2668 2.1767 1.9868 -0.5 -0.2 0.3 0.098
H 3.5586 3.2253 3.1373 0.2 2.0 0.6 0.045
H 3.2331 1.6242 3.4043 0.1 0.2 -1.3 0.091
H 2.7509 4.4374 0.9605 0.4 0.2 -0.2 0.072
H 3.2923 3.1155 -0.1576 0.5 0.0 0.6 0.086
H 1.7325 3.6765 -0.2501 -0.5 -0.2 0.7 0.078
H 1.1775 1.1759 0.0975 0.6 0.2 -0.2 0.076
H 2.6134 0.4079 0.9918 -0.4 0.6 -0.5 0.125
H 0.3879 -0.5198 1.4754 -0.2 -0.9 -0.2 0.074
H 1.3825 0.0310 2.8669 -1.1 0.0 -0.8 0.120
H -1.1950 0.6538 2.9476 0.3 -0.2 0.3 0.130
H -0.9024 1.5807 1.5216 -0.1 0.1 0.0 0.103
H -1.4207 3.6116 2.7047 -0.9 0.8 -0.2 0.063
H -0.7896 4.0295 4.3693 -0.6 -0.8 -0.7 0.108
H -1.7875 2.4680 4.0426 0.0 1.0 0.1 0.102
H -0.0061 1.9146 5.3245 0.7 -0.3 -0.5 0.101
H 1.3321 2.8360 4.8669 1.4 1.7 0.7 0.048
H 1.4423 1.1241 4.6133 0.0 -0.1 -0.2 0.066
H 1.8454 4.4089 3.4037 0.3 -0.2 0.4 0.073
O 0.2892 0.5660 -3.7328 0.4 0.4 -0.8 -0.084
H 1.1289 0.8385 -4.1734 -1.0 -0.3 1.0 0.086
H 0.2556 0.8020 -2.7797 0.3 0.1 0.0 0.015
O -2.6956 1.6773 -3.5847 0.8 -0.1 -0.7 -0.065
H -1.7824 1.3324 -3.7233 -0.6 0.2 0.1 0.028
H -2.9241 2.0729 -4.4452 0.0 -0.2 0.6 0.061
O -0.5395 0.7348 -1.1199 -1.9 -1.2 -0.5 -0.131
H -0.8275 -0.2548 -1.2115 0.7 2.1 0.2 0.078
H -1.4037 1.2642 -1.0182 1.4 -1.3 0.1 0.042
O -1.3857 3.6282 0.1968 -0.5 0.2 -0.8 -0.056
H -0.6419 3.4629 0.7886 0.6 0.1 0.1 -0.007
H -1.0328 4.0595 -0.5998 0.0 -0.2 0.6 0.058
O -3.2818 1.2904 -0.7413 0.0 -1.6 -1.3 -0.056
H -3.2292 2.1782 -0.4524 0.1 1.7 0.6 0.005
H -3.2936 1.3314 -1.7251 -0.2 0.1 0.6 0.024
```
Forces are in eV/Å.

Values from the calculation:
charge	0
SMILES	CC1(C)CCCC(C)(C)N1O.CC1(C)CCCC(C)(C)N1O.O.O.O.O.O
E	-36755.066	eV
HOMO	-9.02	eV



Computed LUMO, in the same sequence as the records: -0.0844 0.0123 hartree.
Computed energy relative to the best compared isomer or geometry (same formula, charge and spin), in the same sequence as the records: 0.348 0.474 eV.